{"formula": "C3H9NO2S2", "method": "the ωB97M-V functional and the def2-TZVPD basis", "lumo_ha": -0.12493, "orbital_gap_ev": 5.097, "relative_energy_kj_mol": 580.41, "elements": ["N", "C", "C", "O", "C", "S", "S", "H", "H", "H", "H", "H", "H", "H", "H", "H", "O"], "coordinates": [[-0.7543, -0.5079, 1.9628], [-1.0348, 0.3167, 0.8466], [-0.2951, 1.6255, 1.0171], [0.6104, 1.7929, 1.9087], [-0.0425, 0.7830, -0.3041], [0.0693, -1.8973, -0.8240], [-0.9610, -1.8519, -2.5233], [-0.1748, -1.3237, 1.7709], [-0.1655, -0.0752, 2.6755], [-2.0594, 0.1852, 0.4765], [-0.8086, 2.5675, 0.7439], [-0.5443, 0.9646, -1.2429], [1.0264, 0.6027, -0.3371], [-0.0820, -1.3156, -3.4483], [1.9144, 2.6301, 1.5295], [3.4516, 3.1015, 1.6430], [2.5635, 3.3751, 1.3987]]}



{"formula": "C3H9NO2Si", "method": "the ωB97M-V functional and the def2-TZVPD basis", "smiles": "[H]/N=C\\C(=O)O.C[SiH3]", "lumo_ha": -0.00762, "orbital_gap_ev": 10.308, "relative_energy_kj_mol": 516.82, "elements": ["H", "N", "C", "C", "O", "O", "H", "H", "C", "Si", "H", "H", "H", "H", "H", "H"], "coordinates": [[0.4312, 1.9683, 0.4054], [0.9889, 1.8973, 1.2715], [1.6014, 0.7990, 1.3097], [2.1214, -0.0022, 0.1121], [2.0043, 0.3403, -1.0274], [2.6391, -1.1747, 0.5047], [1.9341, 0.5824, 2.3150], [3.0380, -1.5392, -0.2535], [-0.8702, -0.4511, -0.7450], [-2.7268, -0.4200, -0.4804], [-0.9615, 0.6075, -1.2382], [-0.2729, -0.2845, 0.1736], [-0.1281, -1.0381, -1.2114], [-3.4858, 0.3547, -1.6381], [-2.7845, 0.1706, 0.9703], [-3.5286, -1.8105, -0.4684]]}



{"formula": "C3H9NO2Si", "method": "the ωB97M-V functional and the def2-TZVPD basis", "lumo_ha": [-0.02736, -0.02895], "orbital_gap_ev": [7.122, 6.884], "relative_energy_kj_mol": 754.97, "elements": ["C", "C", "C", "N", "O", "O", "Si", "H", "H", "H", "H", "H", "H", "H", "H", "H"], "coordinates": [[-0.3550, 0.3641, 2.1369], [0.0773, 1.6777, -0.8900], [-1.2089, -0.9517, -0.8983], [2.1522, -1.6336, -0.3516], [1.9004, -2.4821, -1.2017], [3.1365, -0.9862, -0.0296], [-0.1164, 0.0742, 0.2104], [-1.3071, 0.6909, 2.5454], [-0.1042, -0.4424, 2.7556], [0.3494, 1.1978, 2.3757], [1.1322, 1.8873, -1.0206], [-0.3731, 1.4752, -1.8283], [-0.7150, 2.4450, -0.4617], [-0.6969, -1.3016, -1.7633], [-1.8379, -1.8028, -0.4329], [-2.0337, -0.2117, -1.1458]]}



{"formula": "C3H9NO3", "method": "the ωB97M-V functional and the def2-TZVPD basis", "smiles": "CCNC(=O)O.O", "lumo_ha": 0.02074, "orbital_gap_ev": 10.433, "relative_energy_kj_mol": 18.32, "elements": ["C", "C", "N", "C", "O", "O", "H", "H", "H", "H", "H", "H", "H", "O", "H", "H"], "coordinates": [[-0.5625, 0.8731, 1.6071], [-1.0152, 1.0260, 0.1658], [-0.0159, 0.4431, -0.7058], [-0.2544, -0.1738, -1.8880], [-1.3160, -0.5600, -2.2918], [0.9162, -0.3743, -2.5317], [-1.1955, 1.3912, 2.3143], [0.4679, 1.2485, 1.7101], [-0.4911, -0.1772, 1.8484], [-1.1628, 2.0824, -0.0622], [-1.9750, 0.5364, 0.0111], [0.8945, 0.8786, -0.5990], [0.7485, -0.8798, -3.3482], [1.4439, -1.8796, 1.5106], [1.7322, -2.7968, 1.6171], [1.7852, -1.6380, 0.6420]]}



{"formula": "C3H9NO3", "method": "the ωB97M-V functional and the def2-TZVPD basis", "smiles": "CC[N+](=O)[O-].CO", "lumo_ha": -0.00867, "orbital_gap_ev": 9.399, "relative_energy_kj_mol": 496.54, "elements": ["C", "C", "N", "O", "O", "H", "H", "H", "H", "H", "C", "O", "H", "H", "H", "H"], "coordinates": [[-2.2583, -0.6002, -0.3205], [-0.8879, -0.0209, -0.6489], [-0.5065, 0.9411, 0.4105], [-0.6383, 2.1192, 0.1967], [-0.2552, 0.4663, 1.5787], [-3.0242, 0.1730, -0.3528], [-2.5123, -1.3544, -1.0624], [-2.2457, -1.0605, 0.6651], [-0.8876, 0.5294, -1.5887], [-0.1250, -0.7977, -0.6760], [2.2398, 0.3035, 0.3115], [2.1129, -0.9581, -0.3229], [3.2361, 0.4242, 0.7622], [2.1474, 1.0612, -0.4639], [1.3439, 0.4192, 1.1752], [2.2609, -1.6452, 0.3362]]}



{"formula": "C3H9NO3", "method": "the ωB97M-V functional and the def2-TZVPD basis", "smiles": "N[C@H](C=O)CO.O", "lumo_ha": 0.02850, "orbital_gap_ev": 10.368, "relative_energy_kj_mol": 180.09, "elements": ["N", "C", "C", "O", "C", "O", "H", "H", "H", "H", "H", "H", "H", "O", "H", "H"], "coordinates": [[-1.1770, -0.2460, -0.9310], [-0.8541, -0.2130, 0.4752], [-0.8523, 1.2012, 1.0271], [-0.5440, 1.4660, 2.1588], [0.5070, -0.8493, 0.7270], [0.4329, -2.2286, 0.3909], [-2.1630, -0.1045, -1.0792], [-0.8476, -1.0878, -1.3742], [-1.5809, -0.7498, 1.1100], [-1.1251, 2.0177, 0.3258], [1.1939, -0.3902, 0.0069], [0.8967, -0.6873, 1.7278], [0.6670, -2.7812, 1.1421], [2.1301, 1.3004, -1.8961], [1.7619, 1.8156, -1.1676], [1.5546, 1.5369, -2.6436]]}



{"formula": "C3H9NO3", "method": "the ωB97M-V functional and the def2-TZVPD basis", "smiles": "CC(O)(O)NCO", "lumo_ha": 0.02271, "orbital_gap_ev": 10.258, "relative_energy_kj_mol": 98.25, "elements": ["C", "C", "O", "O", "N", "C", "O", "H", "H", "H", "H", "H", "H", "H", "H", "H"], "coordinates": [[2.0248, -0.3065, -0.5502], [0.7155, 0.2136, 0.0340], [0.9218, 0.4500, 1.3875], [0.3779, 1.3959, -0.6400], [-0.3140, -0.8090, -0.1382], [-1.5754, -0.5701, 0.4928], [-2.2353, 0.6289, 0.0988], [2.2876, -1.2292, -0.0459], [2.7934, 0.4399, -0.3807], [1.9117, -0.4754, -1.6158], [0.1930, 0.9745, 1.7418], [-0.4969, 1.6878, -0.3358], [-0.4083, -1.0245, -1.1231], [-1.4192, -0.4720, 1.5705], [-2.2176, -1.4389, 0.3089], [-2.5590, 0.5351, -0.8047]]}



{"formula": "C3H9NO3", "method": "the ωB97M-V functional and the def2-TZVPD basis", "smiles": "NC(=O)CCO.O", "lumo_ha": 0.01854, "orbital_gap_ev": 10.363, "relative_energy_kj_mol": 141.27, "elements": ["N", "C", "O", "C", "C", "O", "H", "H", "H", "H", "H", "H", "H", "O", "H", "H"], "coordinates": [[-1.0494, -0.2956, 1.9654], [0.1939, -0.6842, 1.6275], [0.6921, -1.7401, 1.9939], [0.6864, 0.0348, 0.3697], [0.9161, -0.9401, -0.8080], [1.5706, -0.2247, -1.8944], [-1.6883, -0.9542, 2.3881], [-1.5317, 0.4116, 1.4399], [1.7560, 0.4414, 0.3268], [0.0030, 0.8152, 0.0433], [-0.0610, -1.3112, -1.2029], [1.5027, -1.8408, -0.6463], [2.2587, -0.7929, -2.2459], [-1.7580, 1.9587, -1.2476], [-2.2909, 2.7187, -1.5164], [-1.2003, 2.4032, -0.5933]]}